Computed, not measured: a single C6H10 molecule, with ωB97M-V/def2-TZVPD.

Atoms and positions in Å:
C 1.85746 -0.01060 0.33998
C 0.34982 -0.10103 0.15552
C -0.19866 0.22384 -1.23565
C -1.45816 0.10074 -0.33598
C -0.80723 -1.17937 0.23709
C -0.69418 0.88562 0.74826
H 2.10679 1.06049 0.31270
H 2.39726 -0.45972 -0.50538
H 2.26526 -0.42250 1.26574
H 0.10826 1.20079 -1.62624
H -0.00004 -0.57372 -1.96469
H -2.50984 0.23956 -0.61046
H -1.15179 -1.49859 1.22924
H -0.78928 -2.02795 -0.45710
H -0.52762 1.95403 0.56961
H -1.00066 0.70371 1.78703

The value obtained for the relative energy (zero: lowest compared OMol25 entry of this formula, charge and spin) is 183.8 kJ/mol. The total energy comes out at -234.53252 Ha.

natural (NBO) atomic charge list, values in e, 2 entries: atom 1 (C): -0.618, atom 2 (C): -0.013


Computed, not measured: a single C6H10 molecule, with ωB97M-V/def2-TZVPD.

Atoms and positions in Å:
C -1.34750 0.47694 -0.03248
C -0.94139 -0.97993 -0.40441
C 0.36035 -1.33489 0.42932
C 1.56150 -0.53191 -0.16262
C 1.30668 0.80348 -0.26428
C 0.01377 1.42235 0.21556
H -2.08412 1.10363 -0.87288
H -1.97248 0.62497 1.00145
H -0.46700 -0.94268 -1.62105
H -1.98209 -1.72346 -0.31901
H 0.58357 -2.42636 0.32868
H 0.20931 -1.03406 1.47449
H 2.56438 -0.92339 -0.29820
H 2.07622 1.58479 -0.60669
H -0.07577 2.47571 -0.22061
H 0.19457 1.40481 1.35274

The value obtained for the relative energy (zero: lowest compared OMol25 entry of this formula, charge and spin) is 259.6 kJ/mol. As for the SMILES: C1=CCCCC1. The total energy comes out at -234.50364 Ha.

natural (NBO) atomic charge list, values in e, 2 entries: atom 1 (C): -0.417, atom 2 (C): -0.418


Computed, not measured: a single C6H10 molecule, with ωB97M-V/def2-TZVPD.

Atoms and positions in Å:
C -0.64219 -1.22648 -0.02121
C 0.88862 -0.92276 -0.44528
C 1.37216 0.26600 0.44129
C 0.58531 1.44100 -0.10362
C -0.75468 1.35550 -0.25919
C -1.45771 0.10668 0.23538
H -1.15310 -1.86687 -0.90123
H -0.68290 -1.92889 0.95093
H 0.95671 -0.55251 -1.59227
H 1.63058 -1.87465 -0.32107
H 2.44837 0.38931 0.43046
H 1.13872 0.03470 1.50366
H 1.07867 2.34310 -0.41211
H -1.35065 2.18239 -0.64173
H -2.47396 0.05148 -0.19873
H -1.58397 0.20199 1.33472

The value obtained for the relative energy (zero: lowest compared OMol25 entry of this formula, charge and spin) is 115.5 kJ/mol. As for the SMILES: C1=CCCCC1. The total energy comes out at -234.55852 Ha.

natural (NBO) atomic charge list, values in e, 2 entries: atom 1 (C): -0.405, atom 2 (C): -0.394


Computed, not measured: a molecular structure, C6H10, with ωB97M-V/def2-TZVPD.

Atoms and positions in Å:
C 0.55901 1.30410 0.14020
C -0.96218 0.84367 -0.53045
C -1.34746 -0.29621 0.52235
C -0.54337 -1.40410 0.04355
C 0.80359 -1.29359 -0.21555
C 1.49971 -0.05023 0.16827
H 1.14240 2.22578 -0.67687
H 0.48797 1.79638 1.42174
H -0.76788 0.01746 -1.84165
H -1.90810 1.99237 -0.83335
H -2.42756 -0.64422 0.50226
H -1.23492 0.05302 1.63990
H -0.99075 -2.30949 -0.46267
H 1.44560 -2.07800 -0.72666
H 2.43066 0.17228 -0.43644
H 1.81329 -0.32921 1.28539

The value obtained for the relative energy (zero: lowest compared OMol25 entry of this formula, charge and spin) is 663.6 kJ/mol. The total energy comes out at -234.34976 Ha.

natural (NBO) atomic charge list, values in e, 2 entries: atom 1 (C): -0.446, atom 2 (C): -0.389


Computed, not measured: a molecular structure, C6H10, with ωB97M-V/def2-TZVPD.

Atoms and positions in Å:
C 2.04068 0.01762 0.62638
C 0.78064 0.35331 0.33145
C -0.01836 1.47394 -0.19872
C -0.63169 0.49031 0.78526
C -1.47865 -0.57442 0.11518
C -0.47857 -1.09253 -0.96356
H 2.26124 -0.77471 1.33807
H 2.86750 0.49122 0.10680
H 0.85556 -0.82328 -0.56650
H 0.35831 2.40676 0.19837
H -0.43259 1.53830 -1.20440
H -0.79967 0.80559 1.81238
H -1.74535 -1.35939 0.83708
H -2.44592 -0.17742 -0.25849
H -0.69534 -0.65448 -1.95009
H -0.46855 -2.17185 -1.02398

The value obtained for the relative energy (zero: lowest compared OMol25 entry of this formula, charge and spin) is 414.0 kJ/mol. The total energy comes out at -234.44482 Ha.

natural (NBO) atomic charge list, values in e, 2 entries: atom 1 (C): -0.472, atom 2 (C): -0.001


Computed, not measured: a single C6H10 molecule, with ωB97M-V/def2-TZVPD.

Atoms and positions in Å:
C -1.37551 -1.27715 0.31401
C -0.14754 -0.45408 0.03222
C 1.05123 -0.45227 0.91999
C 0.29495 0.82614 0.75746
C 0.61153 1.48798 -0.57596
C 0.14954 0.20406 -1.31307
H -1.18996 -2.23474 0.81047
H -1.97186 -1.47272 -0.58139
H -1.98066 -0.65830 0.96668
H 0.87407 -0.95223 1.87111
H 2.06133 -0.55687 0.53048
H -0.10843 1.34418 1.62623
H -0.03550 2.34182 -0.79352
H 1.65524 1.78361 -0.71688
H 0.88158 -0.29144 -1.95945
H -0.77003 0.36200 -1.88837

The value obtained for the relative energy (zero: lowest compared OMol25 entry of this formula, charge and spin) is 133.2 kJ/mol. As for the SMILES: C[C@@]12CC[C@@H]1C2. The total energy comes out at -234.55177 Ha.

natural (NBO) atomic charge list, values in e, 2 entries: atom 1 (C): -0.617, atom 2 (C): -0.030


Computed, not measured: a single C6H10 molecule, with ωB97M-V/def2-TZVPD.

Atoms and positions in Å:
C 1.73515 -0.28140 0.61958
C 0.85154 0.16844 -0.55118
C -0.13555 -0.86000 -0.97099
C -1.75598 -0.40647 0.36336
C -1.23649 0.92705 0.51694
C -0.12620 1.26246 -0.17604
H 2.32113 0.53755 1.04953
H 2.43484 -1.06950 0.30922
H 1.09838 -0.69149 1.40995
H 1.49775 0.55156 -1.35862
H -0.46679 -0.70664 -2.01263
H -0.03976 -1.89052 -0.68393
H -2.31928 -0.79941 1.25066
H -2.28453 -0.66854 -0.53469
H -1.65074 1.64012 1.23277
H 0.07653 2.28678 -0.46393

The value obtained for the relative energy (zero: lowest compared OMol25 entry of this formula, charge and spin) is 307.5 kJ/mol. The total energy comes out at -234.48540 Ha.

natural (NBO) atomic charge list, values in e, 2 entries: atom 1 (C): -0.595, atom 2 (C): -0.330


Computed, not measured: 2 unconnected molecules or ions with the total composition C6H10BCl3NO5, with ωB97M-V/def2-TZVPD.

Atoms and positions in Å:
O 1.19057 -2.79980 1.39362
N 1.80767 -1.98533 0.81144
O 1.00002 -1.24242 -0.01351
C 1.33478 0.20344 0.05284
C 1.09442 0.63480 1.53753
O -0.23457 0.27537 1.69623
B -0.86179 0.80587 0.46909
C -2.07398 -0.07770 -0.20321
C -2.92651 -0.71296 0.90005
C -3.25252 0.13992 2.06349
O -4.24026 -0.22217 1.07494
O 0.30627 0.86020 -0.53763
H 2.30677 0.47326 -0.35801
H 1.26740 1.72330 1.49329
H 1.77897 0.22213 2.28476
H -1.31488 1.94953 0.59566
H -2.78593 0.50848 -0.78353
H -1.64894 -0.92583 -0.74854
H -2.75077 -1.76543 1.11140
H -3.07264 1.20057 2.01069
H -3.32305 -0.43680 2.97895
C 3.23008 0.13450 -3.55914
Cl 1.89871 1.25809 -3.35469
Cl 4.03627 0.37830 -5.12188
Cl 4.40509 0.27071 -2.24729
H 2.82882 -0.87001 -3.54655

The total charge is -1. The total energy comes out at -2070.95616 Ha.

natural (NBO) atomic charge list, values in e, 2 entries: atom 1 (O): -0.308, atom 2 (N): 0.336


Computed, not measured: a molecular structure, C6H10BMgN3O, with ωB97M-V/def2-TZVPD.

Atoms and positions in Å:
C 2.48598 -0.06297 0.20774
N 1.57287 0.30312 -0.90362
C 1.52551 -0.70715 -1.96640
B 0.27068 0.72856 -0.43819
O -0.03149 2.07438 -0.39269
C -0.87026 -0.27457 0.09464
C -1.43731 -1.08712 -0.94521
N -1.80047 -1.78231 -1.78956
C -2.06483 0.45013 0.78867
C -2.56139 -0.33905 1.95990
N -2.88235 -0.99162 2.86782
H 3.03167 -0.94838 -0.07047
H 3.16592 0.76236 0.37466
H 1.91006 -0.20760 1.12446
H 1.22731 -1.66757 -1.53830
H 0.82171 -0.45530 -2.74255
H 2.50278 -0.84068 -2.40104
H 0.60150 2.49941 0.19540
H -0.40981 -0.94064 0.81777
H -2.89588 0.53418 0.10178
H -1.80824 1.45545 1.13584
Mg -2.35396 1.49737 3.51934

The value obtained for the relative energy (zero: lowest compared OMol25 entry of this formula, charge and spin) is 75.9 kJ/mol. The total charge is +2. The total energy comes out at -698.32517 Ha.

natural (NBO) atomic charge list, values in e, 2 entries: atom 1 (C): -0.409, atom 2 (N): -0.617


Computed, not measured: a single C6H10BN molecule, with ωB97M-V/def2-TZVPD.

Atoms and positions in Å:
B 0.42336 0.96955 0.26601
C 1.11162 0.70300 -0.95133
C 0.80068 -0.21064 -2.00279
C -0.31732 -0.98366 -1.85387
C -1.38864 -0.66702 -0.89416
C -2.46843 -1.42238 -0.67549
C 1.34276 0.81035 2.45504
N 0.19662 1.06271 1.58286
H 1.91635 1.27855 -1.27860
H 1.35665 -0.29521 -2.89831
H -0.45550 -1.67454 -2.58845
H -1.18980 0.33620 -0.42307
H -3.27352 -1.07661 0.07808
H -2.44780 -2.51108 -0.94493
H 1.46677 -0.23504 2.45270
H 2.22357 1.31471 1.95541
H 1.27782 1.11704 3.57811
H -0.57521 1.48409 2.14278

The value obtained for the relative energy (zero: lowest compared OMol25 entry of this formula, charge and spin) is 212.9 kJ/mol. As for the SMILES: C=C/C=C\C=B\NC. The total energy comes out at -314.11866 Ha.

natural (NBO) atomic charge list, values in e, 2 entries: atom 1 (B): 0.872, atom 2 (C): -0.807


> Number 1 is which compound?

C6H10